{"formula": "C30H90O15", "method": "the ωB97M-V functional and the def2-TZVPD basis", "species": ["C", "C", "O", "H", "H", "H", "H", "H", "H", "C", "C", "O", "H", "H", "H", "H", "H", "H", "C", "C", "O", "H", "H", "H", "H", "H", "H", "C", "C", "O", "H", "H", "H", "H", "H", "H", "C", "C", "O", "H", "H", "H", "H", "H", "H", "C", "C", "O", "H", "H", "H", "H", "H", "H", "C", "C", "O", "H", "H", "H", "H", "H", "H", "C", "C", "O", "H", "H", "H", "H", "H", "H", "C", "C", "O", "H", "H", "H", "H", "H", "H", "C", "C", "O", "H", "H", "H", "H", "H", "H", "C", "C", "O", "H", "H", "H", "H", "H", "H", "C", "C", "O", "H", "H", "H", "H", "H", "H", "C", "C", "O", "H", "H", "H", "H", "H", "H", "C", "C", "O", "H", "H", "H", "H", "H", "H", "C", "C", "O", "H", "H", "H", "H", "H", "H"], "coordinates": [[0.0858, -5.4025, 1.1988], [-1.2660, -4.8914, 1.6202], [-1.6592, -5.3953, 2.9134], [0.3900, -4.8614, 0.2976], [0.0419, -6.4708, 0.9940], [0.8665, -5.1977, 1.9313], [-2.0727, -5.1168, 0.9141], [-1.3311, -3.8017, 1.7050], [-2.2984, -6.0943, 2.7548], [-3.2258, 4.7852, -1.2552], [-1.9906, 3.9050, -1.1849], [-0.9786, 4.2694, -2.1097], [-3.9846, 4.4908, -0.5247], [-3.7668, 4.6513, -2.1980], [-2.9574, 5.8299, -1.1145], [-2.2258, 2.8492, -1.3416], [-1.5669, 3.8930, -0.1779], [-1.3540, 4.1297, -2.9872], [2.0563, -2.5355, -3.1939], [1.5931, -3.9094, -2.7283], [2.4979, -4.9087, -3.2216], [2.3106, -2.6127, -4.2491], [3.0050, -2.2796, -2.7056], [1.3503, -1.7470, -2.9388], [0.6185, -4.1112, -3.1786], [1.5208, -4.0031, -1.6441], [3.0985, -5.1548, -2.5142], [-0.3095, -1.0534, -5.4693], [-1.0233, 0.0031, -4.6253], [-1.1304, -0.4181, -3.2810], [-0.6715, -2.0367, -5.1812], [0.7596, -0.9079, -5.2975], [-0.3961, -0.9076, -6.5489], [-2.0065, 0.2601, -5.0459], [-0.5145, 0.9673, -4.7054], [-1.9602, -0.9142, -3.1995], [5.4670, 1.3989, 0.3426], [4.4037, 1.3723, -0.7642], [4.6130, 2.4556, -1.6508], [5.2692, 0.5772, 1.0328], [5.4250, 2.3445, 0.8848], [6.4707, 1.3222, -0.0772], [3.4310, 1.4211, -0.2678], [4.4715, 0.3933, -1.2478], [5.0700, 2.1307, -2.4299], [-3.7737, -2.1541, 1.9983], [-4.8782, -1.2054, 2.4621], [-4.3364, -0.2365, 3.3522], [-3.6061, -2.9105, 2.7688], [-2.8411, -1.6225, 1.8119], [-4.0835, -2.6772, 1.0902], [-5.7309, -1.6807, 2.9564], [-5.3196, -0.7140, 1.5912], [-3.4490, -0.4881, 3.6170], [2.0188, -2.0279, 4.9975], [0.8880, -2.4106, 4.0694], [-0.2563, -2.9481, 4.7069], [2.8788, -1.6767, 4.4319], [2.3629, -2.8680, 5.6095], [1.6836, -1.2624, 5.6982], [1.1695, -3.1135, 3.2798], [0.5442, -1.4967, 3.5778], [-0.0724, -3.7427, 5.2135], [-2.8155, -3.0706, -2.0457], [-3.8476, -2.9366, -3.1359], [-3.6644, -1.6811, -3.8813], [-2.9780, -3.9740, -1.4583], [-2.6280, -2.1699, -1.4575], [-1.8260, -3.2023, -2.5066], [-4.8807, -2.9135, -2.7980], [-3.7172, -3.6750, -3.9263], [-4.5035, -1.2142, -3.7801], [4.3912, -2.2158, 0.6947], [3.6826, -2.8876, 1.8794], [4.1622, -4.2200, 2.0016], [3.9058, -1.2546, 0.5414], [4.3027, -2.8417, -0.1961], [5.4608, -2.1671, 0.8917], [2.6010, -2.8799, 1.7371], [3.9428, -2.2590, 2.7339], [3.9749, -4.5072, 2.9017], [3.0928, 4.7809, 1.0281], [1.9014, 4.7166, 0.0766], [1.6607, 5.9309, -0.6155], [2.8100, 4.7356, 2.0879], [3.6144, 5.7384, 0.9345], [3.8737, 4.0288, 0.9089], [1.0039, 4.4188, 0.6328], [2.1241, 3.9266, -0.6406], [1.1705, 6.4920, -0.0075], [-3.2323, 2.6619, 2.3246], [-1.9292, 2.7505, 3.0959], [-0.8118, 2.5566, 2.2286], [-3.2726, 1.6835, 1.8461], [-3.2592, 3.4153, 1.5350], [-4.0514, 2.8150, 3.0216], [-1.8731, 1.9376, 3.8295], [-1.8688, 3.7086, 3.6194], [-0.0006, 2.8552, 2.6611], [0.6198, -1.0630, 0.1331], [-0.2690, 0.1629, 0.2298], [0.5764, 1.2990, 0.0959], [0.0541, -2.0014, 0.1972], [1.3266, -1.0930, 0.9624], [1.1162, -1.0821, -0.8366], [-0.7165, 0.1303, 1.2308], [-1.0443, 0.1922, -0.5397], [0.1347, 2.0356, 0.5429], [2.4527, 1.7652, 3.0705], [2.3315, 2.6489, 4.2941], [1.0261, 3.2792, 4.3995], [2.1615, 2.2838, 2.1574], [1.9826, 0.7838, 3.0908], [3.5341, 1.5884, 3.0143], [3.0516, 3.4683, 4.2660], [2.5310, 2.0554, 5.1916], [1.1917, 4.1598, 4.7440], [1.6490, 1.8876, -3.2082], [1.7607, 3.2000, -3.9659], [1.6863, 4.2985, -3.0761], [0.7530, 1.7499, -2.5965], [2.4558, 1.6887, -2.5030], [1.6551, 1.0043, -3.8618], [0.9384, 3.2572, -4.6927], [2.7047, 3.2561, -4.5047], [0.8189, 4.2612, -2.6500], [-4.0332, 0.9622, -1.6657], [-4.9799, -0.0522, -1.0634], [-5.8357, -0.6141, -2.0545], [-3.7266, 0.7080, -2.6794], [-3.1200, 0.9929, -1.0675], [-4.4045, 1.9878, -1.6416], [-5.5029, 0.4320, -0.2327], [-4.3776, -0.8796, -0.6655], [-6.3423, -1.3188, -1.6401]], "forces_ev_per_angstrom": [[0.0, 0.4, -0.4], [-0.9, 0.4, 0.8], [0.0, -0.1, -0.3], [0.0, -0.2, -0.1], [0.1, 0.0, 0.0], [-0.2, -0.1, 0.2], [0.3, -0.3, -0.3], [0.5, 0.0, 0.0], [0.1, -0.1, 0.2], [-0.3, -0.4, -0.2], [-0.1, -0.8, 0.5], [-0.2, 0.2, -0.1], [0.3, 0.1, 0.3], [0.3, 0.2, -0.2], [-0.1, 0.1, 0.0], [-0.3, 0.1, -0.1], [0.2, 0.5, -0.1], [0.1, 0.1, 0.0], [0.8, -0.3, 0.7], [0.3, 0.1, -0.5], [-0.2, -0.1, 0.1], [-0.4, 0.3, -0.2], [-0.1, 0.0, 0.1], [-0.2, 0.0, -0.4], [0.0, -0.2, 0.1], [-0.2, 0.2, 0.1], [0.0, 0.0, 0.0], [0.4, 0.9, 0.0], [-0.6, 0.2, -1.0], [0.1, 0.3, 0.3], [0.2, -0.2, -0.1], [0.0, -0.6, 0.3], [-0.5, 0.0, 0.1], [-0.1, -0.5, 0.2], [0.4, -0.2, 0.5], [0.0, 0.1, -0.3], [-0.3, 0.1, -0.2], [1.0, -0.3, 1.0], [-0.3, -0.1, -0.1], [0.2, 0.0, 0.1], [-0.1, 0.0, 0.0], [0.0, -0.2, 0.0], [-0.2, 0.3, -0.4], [-0.2, 0.1, -0.3], [0.0, 0.0, 0.0], [-0.9, -0.6, 0.3], [0.5, 0.2, -0.2], [-0.4, 0.4, 0.0], [0.3, 0.0, -0.1], [0.0, 0.1, -0.1], [0.1, 0.0, 0.0], [0.3, -0.4, 0.1], [0.2, 0.4, 0.1], [0.0, -0.2, 0.0], [0.0, -0.4, 0.4], [-0.3, -0.2, -0.2], [-0.5, 0.6, 0.3], [0.0, 0.2, 0.0], [-0.1, -0.1, -0.1], [0.0, 0.1, -0.1], [0.4, 0.1, 0.0], [-0.1, -0.1, -0.1], [0.3, -0.1, -0.2], [1.1, -0.2, -0.6], [0.1, 1.3, -1.2], [-0.1, -0.5, 0.7], [-0.1, 0.2, 0.3], [-0.7, -0.1, 0.3], [-0.2, -0.2, -0.1], [0.0, -0.4, 0.3], [-0.1, -0.5, 0.4], [0.2, 0.2, 0.1], [-0.5, -1.0, 0.3], [0.7, 0.5, -0.9], [-0.1, 0.1, 0.4], [0.3, 0.2, -0.2], [-0.3, 0.1, -0.1], [0.0, 0.4, 0.1], [0.0, 0.0, 0.0], [-0.2, -0.3, 0.3], [0.0, -0.2, -0.1], [0.5, 0.7, 1.0], [0.4, -0.7, 0.2], [-0.1, -0.1, 0.2], [-0.2, 0.0, -0.1], [-0.1, 0.0, -0.2], [-0.3, -0.2, -0.4], [0.0, 0.0, -0.1], [-0.3, 0.3, -0.4], [0.0, 0.1, -0.1], [0.8, 0.0, -0.2], [0.2, -0.3, 0.2], [-0.1, 0.4, -0.6], [-0.4, 0.0, 0.1], [-0.1, 0.1, 0.1], [-0.2, -0.2, -0.1], [-0.3, 0.2, 0.2], [0.1, 0.0, 0.0], [-0.2, 0.0, 0.4], [-0.4, -0.4, -0.4], [0.6, -0.2, 0.5], [-0.1, 0.1, 0.1], [-0.2, 0.2, 0.0], [0.2, 0.2, -0.1], [0.3, 0.1, 0.1], [-0.3, 0.3, -0.1], [0.0, -0.2, 0.0], [-0.1, -0.1, -0.1], [0.9, 0.4, 0.0], [-0.7, 0.1, 0.2], [0.4, -0.4, -0.2], [0.0, 0.0, 0.0], [-0.4, 0.1, 0.3], [-0.1, -0.2, -0.3], [0.3, -0.2, -0.2], [-0.1, 0.1, 0.1], [-0.2, 0.0, 0.0], [0.1, -1.3, 0.2], [-0.6, -0.3, 0.7], [0.3, 0.0, -0.4], [-0.2, 0.5, -0.2], [0.2, 0.5, -0.1], [0.0, 0.2, -0.3], [0.1, 0.0, -0.2], [0.0, 0.1, 0.0], [0.1, 0.1, 0.2], [0.3, 0.3, 0.1], [0.8, -0.3, 0.1], [-0.3, 0.3, -0.1], [-0.1, -0.1, 0.0], [0.0, -0.2, 0.0], [-0.3, -0.1, -0.2], [-0.3, -0.2, -0.1], [-0.1, 0.2, 0.2], [-0.1, 0.1, 0.0]], "lowdin_charge": [-0.07, -0.32, -0.09, 0.06, 0.08, 0.07, 0.11, 0.09, 0.08, -0.08, -0.30, -0.07, 0.06, 0.07, 0.08, 0.08, 0.10, 0.10, -0.09, -0.30, -0.08, 0.08, 0.07, 0.05, 0.10, 0.09, 0.08, -0.07, -0.33, -0.10, 0.07, 0.05, 0.07, 0.11, 0.09, 0.02, -0.09, -0.33, -0.07, 0.05, 0.06, 0.07, 0.09, 0.11, 0.09, -0.08, -0.29, -0.08, 0.08, 0.07, 0.07, 0.11, 0.08, 0.07, -0.08, -0.33, -0.07, 0.05, 0.08, 0.08, 0.08, 0.11, 0.08, -0.08, -0.25, -0.11, 0.07, 0.06, 0.07, 0.10, 0.11, 0.06, -0.07, -0.32, -0.07, 0.05, 0.07, 0.08, 0.08, 0.10, 0.08, -0.07, -0.30, -0.06, 0.05, 0.08, 0.05, 0.10, 0.10, 0.08, -0.07, -0.29, -0.12, 0.06, 0.06, 0.08, 0.11, 0.11, 0.04, -0.06, -0.30, -0.09, 0.07, 0.05, 0.06, 0.10, 0.09, 0.04, -0.07, -0.27, -0.09, 0.05, 0.07, 0.08, 0.11, 0.11, 0.09, -0.08, -0.30, -0.09, 0.06, 0.05, 0.06, 0.10, 0.11, 0.03, -0.06, -0.30, -0.08, 0.07, 0.05, 0.07, 0.11, 0.09, 0.09], "total_energy_ha": -2325.41562, "orbital_gap_ev": 9.35, "max_force_ev_per_a": 1.788, "e_above_lowest_ev": 5.525, "e_lumo_ev": 0.34}